C7H9O7PY | ωB97M-V/def2-TZVPD

net charge = +3
E_HOMO = -0.7867 Eh
calculated total energy = -1177.3711 Eh
relative energy (zero: lowest compared OMol25 entry of this formula, charge and spin) = 0.0000 eV
gap between HOMO and LUMO = 7.491 eV
F_max = 7.37 eV/Å

Last column: Mulliken charge in e.
Atoms and positions in Å:
Y  -0.1113  -0.1510  -1.0687  1.522
O  2.7543  -2.8154  -2.6144  -0.045
C  1.9043  -2.1241  -2.2745  0.134
C  -2.1229  -1.1450  -2.3145  0.185
O  -3.0649  -1.4431  -2.9004  -0.011
C  1.0223  1.5828  -2.3410  0.268
O  1.4689  2.4701  -2.9451  0.021
C  -0.1326  -0.2698  -3.5912  0.139
O  -0.1099  -0.2786  -4.7482  0.012
C  2.0988  -1.3389  1.4008  -0.702
O  1.4323  -0.2049  0.7743  -0.269
P  1.2352  1.2933  1.6023  0.674
O  0.2298  0.8975  2.7692  -0.114
C  -0.4108  -0.3320  3.1765  -0.458
O  -1.3566  1.1154  -0.1426  -0.539
C  -2.2809  2.1491  0.1229  -0.628
H  3.0136  -1.4978  0.8404  0.294
H  1.4348  -2.2072  1.3101  0.341
H  2.3227  -1.1428  2.4596  0.427
H  -0.6763  -0.9993  2.3447  0.239
H  0.2366  -0.8368  3.8991  0.356
H  -1.3227  0.0061  3.6665  0.270
H  -3.2781  1.7130  0.2952  0.299
H  -1.9502  2.7143  1.0087  0.256
H  -2.3365  2.8452  -0.7297  0.332

Cartesian forces (eV/Å) of the 3 atoms listed first:
-1.0792 -0.6964 0.6684
-3.1305 2.4980 1.1656
2.9998 -2.3661 -0.9413